Entry from the OMol25 dataset: a molecular structure, C31H24F5N3O5PtS4SbTe in a non-equilibrium geometry (ωB97M-V/def2-TZVPD).

Geometry as XYZ:
```
75
Properties=species:S:1:pos:R:3:mulliken_charge:R:1
F -0.438 -5.741 -2.237 -0.50
H -2.452 1.196 1.639 0.45
S -3.190 -1.512 1.262 1.56
S 0.469 1.058 1.091 -0.65
C 1.282 4.037 -1.751 -0.27
H -3.873 2.926 5.955 0.34
H 3.557 0.772 -3.214 0.35
C -1.079 -0.521 -2.417 -0.56
H -3.106 2.856 3.355 0.44
O -2.877 -0.777 0.087 -0.57
H -1.573 -2.087 -5.379 0.36
F 0.711 -4.972 -4.394 -0.47
S 2.639 -2.226 -0.433 0.14
C 0.283 -1.229 -4.730 -0.76
C -1.742 -1.199 -3.431 -0.81
S 1.300 -1.714 2.118 -0.67
C 5.938 1.766 -1.034 -0.49
H -0.822 -2.789 3.603 0.54
C 0.263 -0.195 -2.563 0.93
C 0.854 5.270 -2.226 -0.72
H -5.303 3.353 5.023 0.33
H -2.609 -2.361 3.707 0.29
Te 0.689 -4.232 -2.659 1.80
C -4.384 1.504 4.428 1.10
C -3.509 1.852 3.398 -0.92
Pt -0.135 -2.689 0.704 1.51
F -1.337 -3.465 -0.693 -0.80
H 1.507 6.131 -2.155 0.38
F 2.014 -5.401 -2.077 -0.40
H 2.269 3.947 -1.310 0.38
C 3.955 -0.467 2.924 -0.16
H 0.828 -1.541 -5.611 0.36
H -5.585 -0.068 5.256 0.31
C -4.762 2.518 5.472 -1.46
C -1.241 4.290 -2.878 -0.60
H 5.968 1.158 -3.092 0.39
H -4.963 -1.722 3.514 0.55
C 5.357 1.330 -2.216 -0.67
C -0.813 3.057 -2.406 -0.47
C 5.152 1.978 0.088 -0.74
C 3.786 1.739 0.036 -0.50
F 2.271 -3.221 -3.249 -0.57
C 3.918 -1.181 1.697 0.04
H 5.602 2.301 1.018 0.40
N 3.998 0.126 3.913 -0.60
H -2.777 -1.479 -3.290 0.40
C 3.990 1.100 -2.278 -0.53
H -5.396 2.077 6.240 0.34
C -3.666 -0.352 2.499 -0.27
O -1.491 -5.342 2.255 -0.34
H -2.227 4.385 -3.316 0.39
H 7.007 1.922 -0.984 0.35
C -0.408 5.396 -2.790 -0.41
C -4.899 0.212 4.466 -0.75
N 6.135 -1.320 0.392 -0.62
Sb 1.107 1.047 -1.075 1.31
C -1.065 -1.541 -4.593 -0.63
C 3.202 1.300 -1.149 0.79
C 0.954 -0.567 -3.711 -0.35
C -1.755 -2.599 3.080 -0.74
H 2.013 -0.385 -3.816 0.04
C 0.451 2.926 -1.837 0.43
O -2.948 -4.952 4.013 -0.46
H -0.740 6.357 -3.164 0.35
H 3.173 1.884 0.919 0.42
H -1.471 2.199 -2.481 0.34
O -4.133 -2.586 1.243 -0.72
C 5.136 -1.268 0.965 -0.12
H -1.604 -0.291 -1.505 0.69
C 2.731 -1.704 1.203 1.34
C -4.547 -0.722 3.504 -0.53
O 1.441 -3.329 -0.349 -0.84
C -3.144 0.934 2.431 -0.37
C -2.205 -5.029 3.112 0.90
N -1.680 -2.130 1.886 -0.02
```

## Properties
net charge: -1
lowest unoccupied orbital energy: 0.8073 eV
HOMO energy: -4.8 eV
frontier orbital gap: 5.621 eV
relative energy (zero: lowest compared OMol25 entry of this formula, charge and spin): 84.0 kJ/mol